Here is a molecular structure, C48H57BeN8O3 in a non-equilibrium geometry from OMol25. Energies are from the ωB97M-V functional and the def2-TZVPD basis.

Last column: Löwdin spin population.
Cartesian coordinates (Å):
Be -3.551 -0.990 -0.450  0.561
C 1.083 0.295 0.650  0.002
C 0.248 -0.108 -0.623  0.003
O -1.109 -0.279 -0.320  0.050
H 1.447 -0.474 1.331  0.000
H 0.464 1.000 1.207  0.000
H 1.925 0.882 0.285  0.000
H 0.534 -1.031 -1.128  0.000
H 0.355 0.663 -1.386  0.000
N -4.361 1.421 -1.172  0.091
C -3.409 2.354 -1.565  0.006
C -3.716 3.612 -1.977  0.002
C -5.053 3.993 -2.145  -0.001
C -5.991 3.058 -1.759  0.002
C -5.660 1.882 -1.209  0.014
H -2.417 1.944 -1.684  0.001
H -2.985 4.385 -2.167  0.000
H -5.301 4.966 -2.544  0.000
H -7.052 3.246 -1.819  0.001
H -6.444 1.184 -0.956  0.006
N -2.753 -2.886 1.299  0.032
C -3.365 -4.014 1.514  0.006
C -2.915 -4.993 2.441  0.001
C -1.669 -4.819 3.068  0.000
C -1.031 -3.672 2.867  0.001
C -1.568 -2.710 1.980  0.002
H -4.264 -4.195 0.944  0.004
H -3.548 -5.818 2.734  0.000
H -1.238 -5.693 3.534  0.000
H -0.017 -3.472 3.177  0.000
H -0.889 -1.872 1.930  0.001
N 5.598 -1.540 2.053  0.000
C 4.279 -1.765 1.751  0.000
C 3.796 -1.576 0.420  0.000
C 4.679 -1.109 -0.572  0.000
C 5.977 -0.818 -0.223  0.000
C 6.409 -1.106 1.060  0.000
H 3.660 -2.089 2.576  0.000
H 2.775 -1.680 0.083  0.000
H 4.367 -0.826 -1.566  0.000
H 6.684 -0.509 -0.978  0.000
H 7.445 -0.843 1.217  0.000
N -3.079 -3.237 -1.800  0.085
C -1.821 -3.470 -2.254  0.008
C -1.485 -4.492 -3.160  0.001
C -2.472 -5.349 -3.610  0.001
C -3.825 -5.141 -3.258  0.001
C -4.075 -4.046 -2.401  0.017
H -1.084 -2.854 -1.759  0.000
H -0.474 -4.739 -3.449  0.000
H -2.231 -6.164 -4.277  0.000
H -4.595 -5.665 -3.805  0.000
H -5.057 -3.686 -2.133  0.012
N 2.478 -6.847 -0.233  0.000
C 1.227 -6.566 0.215  0.000
C 0.558 -5.364 0.011  0.000
C 1.261 -4.408 -0.796  0.000
C 2.535 -4.730 -1.363  0.000
C 3.090 -5.971 -1.093  0.000
H 0.915 -7.517 0.622  0.000
H -0.453 -5.171 0.337  0.000
H 0.857 -3.431 -1.015  0.000
H 3.115 -3.992 -1.899  0.000
H 4.085 -6.149 -1.476  0.000
N -0.020 5.033 -0.096  0.000
C -0.770 4.598 0.927  0.000
C -1.743 5.350 1.564  0.000
C -2.033 6.610 1.055  0.000
C -1.356 7.059 -0.067  0.000
C -0.349 6.297 -0.569  0.000
H -0.673 3.561 1.211  0.000
H -2.330 4.901 2.351  0.000
H -2.770 7.292 1.453  0.000
H -1.569 8.088 -0.316  0.000
H 0.328 6.638 -1.339  0.000
N 0.575 2.949 5.043  0.000
C 0.877 2.700 3.769  0.000
C 1.747 3.474 3.001  0.000
C 2.333 4.585 3.633  0.000
C 1.986 4.925 4.940  0.000
C 1.165 4.061 5.624  0.000
H 0.396 1.875 3.265  0.000
H 1.920 3.241 1.961  0.000
H 2.914 5.300 3.070  0.000
H 2.470 5.753 5.435  0.000
H 0.840 4.266 6.633  0.000
N -3.734 -0.319 2.016  0.053
C -2.744 0.158 2.812  0.004
C -3.015 0.716 4.049  0.002
C -4.296 0.516 4.605  0.000
C -5.336 -0.102 3.856  0.001
C -4.986 -0.427 2.521  0.019
H -1.781 0.201 2.325  0.001
H -2.315 1.215 4.703  0.000
H -4.511 0.839 5.614  0.000
H -6.353 -0.283 4.169  0.000
H -5.804 -0.832 1.944  0.013
C 2.519 -0.073 -5.814  0.000
C 2.856 -1.031 -4.690  0.000
O 3.951 -0.995 -4.066  0.000
C 1.777 -1.970 -4.144  0.000
H 1.965 -0.602 -6.589  0.000
H 3.403 0.421 -6.219  0.000
H 1.945 0.745 -5.379  0.000
H 2.140 -2.386 -3.204  0.000
H 1.572 -2.800 -4.820  0.000
H 0.858 -1.501 -3.793  0.000
C 5.984 3.675 -1.811  0.000
C 4.479 3.937 -1.890  0.000
O 4.111 4.851 -2.599  0.000
C 3.565 3.022 -1.163  0.000
H 6.252 2.693 -1.422  0.000
H 6.395 4.462 -1.178  0.000
H 6.353 4.010 -2.781  0.000
H 2.586 3.502 -1.147  0.000
H 3.845 2.774 -0.139  0.000
H 3.489 2.025 -1.597  0.000

Atoms 1-6, force components in eV/Å:
Be 1.481 0.209 0.832
C -0.354 0.423 -1.340
C -1.870 -0.462 0.986
O -1.073 -0.041 0.481
H -0.253 -0.196 -0.200
H -0.203 -0.060 0.032

Computed properties:
HOMO energy (spin up / spin down) ... -5.755 / -6.938 eV
Net charge ... 0
<S²> ... 0.751
Multiplicity ... 2

=====

Here is a molecular structure, C48H57BeN8O3 in a non-equilibrium geometry from OMol25. Energies are from the ωB97M-V functional and the def2-TZVPD basis.

Last column: Löwdin charge in e.
Cartesian coordinates (Å):
Be -1.455 -4.183 -0.131  0.675
C -0.012 1.799 1.849  -0.077
C 0.267 1.100 0.516  -0.290
O 0.062 -0.285 0.529  0.039
H 0.281 2.840 1.987  0.079
H 0.375 1.338 2.758  0.079
H -1.080 1.920 2.026  0.077
H 1.281 1.360 0.214  0.147
H -0.377 1.486 -0.275  0.154
N -1.675 6.153 5.853  0.065
C -0.431 6.468 5.468  -0.175
C 0.642 5.673 5.683  -0.105
C 0.508 4.516 6.419  -0.079
C -0.773 4.123 6.870  -0.077
C -1.835 4.895 6.443  -0.127
H -0.274 7.338 4.847  0.107
H 1.623 5.868 5.274  0.103
H 1.340 3.855 6.612  0.100
H -0.861 3.138 7.305  0.095
H -2.854 4.540 6.475  0.095
N -5.004 -2.972 2.467  0.034
C -5.688 -3.989 3.086  -0.136
C -6.182 -3.828 4.402  -0.062
C -6.109 -2.561 5.021  -0.083
C -5.616 -1.467 4.338  -0.079
C -5.113 -1.710 3.039  -0.134
H -5.725 -4.973 2.642  0.093
H -6.563 -4.698 4.914  0.097
H -6.396 -2.492 6.060  0.103
H -5.639 -0.449 4.700  0.099
H -4.734 -0.842 2.519  0.087
N 6.477 0.403 -4.393  0.053
C 6.446 0.636 -5.771  -0.138
C 5.539 1.442 -6.376  -0.111
C 4.576 2.094 -5.652  -0.095
C 4.569 1.908 -4.306  -0.090
C 5.546 1.101 -3.642  -0.113
H 7.064 0.133 -6.501  0.100
H 5.584 1.470 -7.455  0.106
H 3.772 2.577 -6.188  0.109
H 3.862 2.326 -3.603  0.089
H 5.549 0.869 -2.587  0.090
N 6.622 5.783 0.762  0.047
C 7.499 6.069 1.725  -0.148
C 7.379 5.482 2.975  -0.087
C 6.476 4.456 3.231  -0.084
C 5.589 4.082 2.210  -0.066
C 5.675 4.838 1.005  -0.138
H 8.007 7.011 1.580  0.106
H 7.958 5.805 3.828  0.099
H 6.554 4.074 4.238  0.100
H 4.737 3.435 2.357  0.084
H 4.876 4.704 0.290  0.088
N 2.465 -5.907 0.444  0.045
C 2.931 -7.108 0.878  -0.156
C 4.191 -7.325 1.394  -0.079
C 5.075 -6.267 1.459  -0.071
C 4.703 -5.059 0.877  -0.076
C 3.416 -4.914 0.397  -0.146
H 2.284 -7.972 0.863  0.099
H 4.494 -8.283 1.791  0.106
H 6.100 -6.345 1.789  0.109
H 5.420 -4.252 0.855  0.103
H 3.038 -4.090 -0.189  0.092
N 0.279 -4.517 -4.125  0.037
C 0.189 -5.630 -4.935  -0.143
C 1.085 -5.977 -5.920  -0.080
C 2.177 -5.133 -6.128  -0.054
C 2.230 -3.938 -5.359  -0.064
C 1.254 -3.635 -4.402  -0.162
H -0.553 -6.365 -4.658  0.095
H 1.012 -6.816 -6.596  0.105
H 2.893 -5.271 -6.925  0.105
H 3.103 -3.307 -5.428  0.095
H 1.285 -2.758 -3.772  0.094
N -0.436 -4.237 4.272  0.042
C 0.144 -5.277 4.937  -0.137
C 0.630 -5.160 6.280  -0.052
C 0.742 -3.869 6.832  -0.078
C 0.268 -2.790 6.105  -0.099
C -0.304 -2.983 4.868  -0.136
H 0.163 -6.275 4.525  0.092
H 1.114 -6.000 6.756  0.095
H 1.288 -3.709 7.750  0.105
H 0.447 -1.852 6.609  0.101
H -0.715 -2.144 4.326  0.091
N -4.531 -2.209 -2.773  0.048
C -5.348 -2.920 -3.580  -0.169
C -6.413 -2.429 -4.284  -0.060
C -6.716 -1.082 -4.060  -0.087
C -5.883 -0.270 -3.363  -0.078
C -4.814 -0.890 -2.686  -0.144
H -5.183 -3.987 -3.604  0.099
H -7.131 -3.044 -4.806  0.108
H -7.614 -0.638 -4.465  0.109
H -6.124 0.763 -3.164  0.104
H -4.237 -0.256 -2.029  0.091
C -4.877 8.335 1.320  -0.023
C -3.674 7.698 0.737  -0.523
O -2.669 8.307 0.526  0.082
C -3.868 6.275 0.195  -0.029
H -5.119 9.120 0.604  0.098
H -4.580 8.761 2.278  0.095
H -5.694 7.621 1.421  0.077
H -4.217 6.196 -0.835  0.086
H -4.488 5.674 0.861  0.067
H -2.926 5.741 0.313  0.069
C -1.953 -0.776 -7.741  -0.025
C -2.063 0.739 -7.641  -0.493
O -2.445 1.397 -8.599  0.065
C -1.639 1.335 -6.346  -0.034
H -2.893 -1.302 -7.575  0.085
H -1.171 -1.244 -7.143  0.072
H -1.738 -0.938 -8.797  0.081
H -1.606 0.688 -5.470  0.071
H -2.444 1.989 -6.010  0.085
H -0.688 1.848 -6.489  0.092

Atoms 1-6, force components in eV/Å:
Be 0.143 0.391 0.037
C -0.914 0.495 0.685
C -0.776 -1.840 2.671
O 0.659 2.120 -0.300
H 0.624 0.099 -0.896
H 0.198 -0.628 -0.395

Computed properties:
HOMO energy ... -10.965 eV
Net charge ... +1
Energy relative to the best compared isomer or geometry (same formula, charge and spin) ... 778.2 kJ/mol
Multiplicity ... 1

=====

Here is 7 unconnected molecules or ions with the total composition C48H57Br2F3O3 in a non-equilibrium geometry from OMol25. Energies are from the ωB97M-V functional and the def2-TZVPD basis.

Last column: Löwdin charge in e.
Cartesian coordinates (Å):
C -0.097 -2.138 3.614  -0.092
O -0.994 -1.863 2.519  -0.182
C -0.278 -1.640 1.301  -0.294
C 0.525 -0.260 1.251  -0.128
C -0.027 0.853 2.241  -0.147
C -0.035 2.317 1.655  -0.750
F -0.603 3.144 2.673  -0.094
Br 1.781 3.049 1.335  0.828
C -0.955 2.523 0.374  -0.733
F -2.254 2.038 0.567  0.008
F -0.373 2.050 -0.831  -0.044
Br -1.145 4.514 0.152  0.802
C -1.341 -1.677 0.088  -0.118
O -2.609 -2.150 0.625  -0.178
C -3.654 -1.242 0.207  -0.195
C -5.067 -1.593 0.888  -0.145
C -5.744 -0.312 1.573  -0.185
C -7.097 0.113 0.805  -0.165
C -8.295 -0.486 1.693  -0.257
O -8.352 0.232 2.949  -0.109
H -0.144 -3.207 3.977  0.088
H -0.369 -1.454 4.485  0.102
H 0.993 -1.929 3.370  0.098
H 0.465 -2.487 1.114  0.139
H 1.594 -0.501 1.570  0.117
H 0.591 0.053 0.169  0.109
H 0.682 0.871 3.134  0.129
H -1.051 0.642 2.672  0.140
H -1.456 -0.645 -0.381  0.112
H -1.045 -2.440 -0.704  0.137
H -3.375 -0.191 0.525  0.098
H -3.719 -1.289 -0.925  0.129
H -5.770 -1.954 0.072  0.099
H -4.926 -2.364 1.705  0.111
H -5.953 -0.580 2.662  0.113
H -5.047 0.577 1.606  0.098
H -7.251 1.234 0.802  0.105
H -7.146 -0.311 -0.243  0.105
H -8.078 -1.576 1.891  0.114
H -9.309 -0.381 1.198  0.116
H -8.888 1.027 2.795  0.084
C 5.033 2.237 -0.055  -0.110
C 5.949 3.196 0.363  -0.091
C 7.298 3.049 0.059  -0.093
C 7.732 1.940 -0.660  -0.098
C 6.816 0.976 -1.070  -0.098
C 5.467 1.125 -0.769  -0.087
H 3.980 2.355 0.177  -0.005
H 5.612 4.059 0.926  0.101
H 8.012 3.798 0.381  0.101
H 8.783 1.826 -0.900  0.098
H 7.155 0.109 -1.626  0.085
H 4.753 0.375 -1.090  0.101
C -7.886 -4.720 0.985  -0.103
C -6.535 -4.878 1.271  -0.107
C -6.141 -5.523 2.439  -0.092
C -7.100 -6.007 3.322  -0.096
C -8.452 -5.842 3.040  -0.098
C -8.845 -5.200 1.871  -0.099
H -8.193 -4.223 0.071  0.100
H -5.787 -4.498 0.584  0.093
H -5.087 -5.648 2.660  0.102
H -6.793 -6.513 4.231  0.099
H -9.199 -6.214 3.732  0.100
H -9.899 -5.073 1.651  0.099
C 1.193 8.146 -0.361  -0.090
C -0.154 8.010 -0.044  -0.111
C -0.843 9.068 0.537  -0.091
C -0.183 10.263 0.806  -0.097
C 1.166 10.396 0.498  -0.098
C 1.854 9.338 -0.087  -0.096
H 1.728 7.322 -0.820  0.102
H -0.667 7.078 -0.252  0.011
H -1.894 8.963 0.780  0.101
H -0.721 11.089 1.256  0.100
H 1.682 11.325 0.713  0.100
H 2.906 9.443 -0.329  0.100
C 2.500 -4.997 1.637  -0.103
C 3.851 -5.174 1.915  -0.096
C 4.242 -5.819 3.082  -0.096
C 3.283 -6.284 3.976  -0.096
C 1.932 -6.099 3.702  -0.097
C 1.540 -5.457 2.533  -0.107
H 2.194 -4.500 0.723  0.094
H 4.599 -4.810 1.220  0.100
H 5.296 -5.960 3.297  0.101
H 3.588 -6.789 4.885  0.100
H 1.183 -6.456 4.401  0.101
H 0.486 -5.315 2.318  0.101
C 8.139 -0.827 -4.293  -0.100
C 9.056 0.132 -3.876  -0.099
C 10.405 -0.016 -4.180  -0.092
C 10.838 -1.124 -4.899  -0.097
C 9.923 -2.088 -5.309  -0.098
C 8.573 -1.939 -5.008  -0.096
H 7.087 -0.709 -4.062  0.097
H 8.718 0.995 -3.313  0.084
H 11.118 0.734 -3.857  0.101
H 11.889 -1.238 -5.139  0.100
H 10.261 -2.955 -5.865  0.100
H 7.860 -2.689 -5.330  0.100
C -3.005 1.748 -3.962  -0.093
C -3.495 1.436 -5.225  -0.099
C -2.615 1.156 -6.264  -0.100
C -1.243 1.192 -6.041  -0.099
C -0.752 1.513 -4.780  -0.093
C -1.632 1.789 -3.739  -0.089
H -3.692 1.961 -3.151  0.100
H -4.565 1.410 -5.400  0.099
H -2.997 0.909 -7.248  0.099
H -0.556 0.971 -6.850  0.099
H 0.318 1.546 -4.607  0.101
H -1.253 2.040 -2.751  0.074

Atoms 1-6, force components in eV/Å:
C 0.560 0.408 0.938
O 1.589 -0.006 0.003
C -0.192 0.013 -1.287
C 0.708 -0.746 0.475
C 0.660 0.222 0.116
C -0.784 -0.483 1.240

Computed properties:
HOMO energy ... -9.329 eV
Net charge ... 0
SMILES ... CO[C@H](CC[C@@](F)(Br)C(F)(F)Br)COCCCCCO.c1ccccc1.c1ccccc1.c1ccccc1.c1ccccc1.c1ccccc1.c1ccccc1
Multiplicity ... 1

=====

- What is the net charge in the first record?
  0

=====

- Among the records above, which one has the highest multiplicity?
  number 1